A molecular structure, C36H40Ge2N3O3Pb, computed with the ωB97M-V functional and the def2-TZVPD basis.

Expectation value of S²: 0.76
HOMO (spin up / spin down) (Eh): -0.4522 / -0.5199
E_tot (a.u.): -6131.922176
HOMO-LUMO gap (spin up / spin down) (eV): 5.94 / 6.84
Energy above the lowest of the compared OMol25 structures with the same formula, charge and spin (kcal per mole): 0.0

The geometry in ORCA input format:
```
! RIJCOSX wB97M-V def2-TZVPD def2/J DEFGRID3
* xyz 2 2
H 0.17 0.45 5.41
H 0.35 -4.06 -2.37
H 2.41 0.97 0.44
H -4.22 -2.56 1.11
H -2.20 -2.76 -0.14
C 0.55 -3.32 -0.39
O 3.14 5.34 2.85
Pb -0.66 -0.19 -0.28
C -2.57 -0.96 -2.93
H 4.20 -3.17 -3.61
N -0.49 2.04 -1.20
H -0.48 2.33 1.49
C 2.98 0.60 2.43
C -2.62 1.44 3.87
C 1.70 4.94 -0.35
C -3.23 -0.80 -4.10
O -2.65 -1.89 -0.10
H 1.01 3.88 2.76
C 3.06 -2.07 1.87
C -1.36 2.30 -2.07
Ge 2.70 -1.30 -2.73
H -5.02 -0.60 1.96
C -4.22 -0.45 1.24
H 1.57 -1.69 -5.06
C -2.42 0.66 2.68
H -1.99 1.82 5.83
C 2.59 -1.19 0.92
H 3.81 -2.41 3.75
Ge 1.71 -1.83 -0.64
H 2.35 5.60 -0.92
H -4.84 -0.39 0.36
H -4.20 1.46 1.97
C 0.08 3.10 -0.42
C -1.00 -5.12 -1.03
H 5.15 -1.63 -3.72
H 1.08 -2.97 -3.92
C -3.39 0.47 -4.67
C 3.32 -0.29 3.44
C -3.47 -1.78 1.17
H 3.38 0.95 -3.78
H -3.46 2.05 4.05
H -3.66 -1.68 -4.56
H 4.98 -2.39 -2.20
H 3.60 1.15 -2.13
H -1.60 3.39 -2.32
C 0.16 3.07 1.01
H 3.04 1.63 2.65
H 1.93 1.15 -2.87
N -1.27 -0.03 2.42
C -3.44 0.77 1.58
C -1.69 1.36 4.89
C 1.71 4.92 1.01
C 2.93 0.68 -2.84
H 1.09 3.93 -2.17
C 0.05 -3.46 0.93
C 0.94 3.92 1.70
C -0.52 0.58 4.64
H 2.21 7.31 0.76
H 3.55 0.13 4.45
C -1.49 -5.17 0.27
H 0.50 -2.93 1.83
H -2.50 -1.91 -2.43
H 0.44 -0.71 3.20
C -0.38 -0.05 3.45
C 2.65 5.76 1.83
H -2.14 -5.99 0.47
H 0.39 -1.34 -3.91
C 3.54 -1.60 3.15
C 2.59 0.20 1.14
C -2.79 1.59 -4.03
O 2.84 7.00 1.43
H -1.36 -4.33 2.28
C -0.96 -4.36 1.25
H -2.90 2.65 -4.36
H -3.97 0.53 -5.60
H 3.04 -3.09 1.79
C -0.01 -4.21 -1.35
C 0.95 3.99 -1.07
C 4.41 -2.24 -3.12
H -2.75 -1.92 1.95
C -2.06 1.30 -2.88
N -1.94 0.08 -2.36
H -1.30 -5.87 -1.76
H -2.94 1.18 0.73
C 1.31 -1.95 -4.02
*
```

---

A molecular structure, C36H40HgP2, computed with the ωB97M-V functional and the def2-TZVPD basis.

HOMO (Eh): -0.2805
E_tot (a.u.): -2231.740716
HOMO-LUMO gap (eV): 7.89
Energy above the lowest of the compared OMol25 structures with the same formula, charge and spin (kcal per mole): 0.0

The geometry in ORCA input format:
```
! RIJCOSX wB97M-V def2-TZVPD def2/J DEFGRID3
* xyz 0 1
C 0.62 2.52 -3.44
C -1.99 -2.77 2.10
H 0.88 2.13 -0.06
C -0.58 -3.19 -1.79
H -2.30 -1.26 -8.69
H -3.09 -4.64 -2.89
C -3.20 -0.72 -6.80
C -2.36 -5.87 0.22
H 4.10 3.08 0.48
H 3.33 3.08 5.52
H -3.43 2.82 4.56
C 1.01 2.78 -2.12
C 3.28 2.06 3.68
C -0.21 0.82 -1.39
H 2.72 4.90 0.92
C -2.18 -1.23 -7.61
C 0.15 -3.35 1.12
C 4.89 3.90 4.26
C -1.83 -1.07 -4.82
C 0.72 -3.41 2.39
C -3.27 -6.70 -2.29
H 5.11 3.28 1.90
C -0.06 -3.14 3.52
C -2.97 -5.36 -2.07
H -2.48 1.59 3.67
C 3.67 3.05 4.49
H -2.51 -7.94 0.79
C 4.07 3.29 1.56
C -0.84 -1.66 -5.63
H -3.64 -7.02 -3.27
H -2.02 -5.55 1.21
H -1.79 6.39 4.70
C -1.01 -1.71 -7.02
H 5.50 3.93 5.19
H 0.04 -4.09 -1.72
C -3.12 -7.63 -1.26
C -1.42 -2.81 3.38
H 0.39 -3.17 4.51
H -3.58 2.70 2.76
C -0.20 1.43 -3.74
H 1.64 3.64 -1.90
H 0.96 3.17 -4.26
C -2.50 -4.93 -0.81
C -1.21 -3.08 0.97
H 0.61 -2.08 -3.18
H -4.12 -0.37 -7.26
H -0.52 1.23 -4.77
Hg -1.29 4.04 3.48
H -0.22 -2.12 -7.64
C 3.24 2.12 2.18
C 3.65 5.53 2.67
H -0.09 6.40 4.26
H -0.53 0.15 -0.59
H 5.43 5.92 3.80
H 3.65 1.17 1.79
H 1.78 -3.65 2.49
H 5.55 3.50 3.48
C -0.35 -2.19 -2.67
P -1.64 -0.94 -2.99
C 0.59 1.93 -1.09
P -2.02 -3.12 -0.69
C -2.65 -7.21 -0.01
H 3.98 5.76 4.77
C -0.60 0.56 -2.72
C -2.88 2.60 3.61
H -3.37 -8.68 -1.43
C -3.04 -0.65 -5.41
C 4.50 5.34 3.89
H -1.37 6.78 3.02
H 0.77 -3.53 0.24
H -2.02 -2.59 4.26
H 2.85 1.15 4.11
C -1.10 6.16 3.89
H -3.84 -0.25 -4.79
C 3.45 4.65 1.68
H -3.05 -2.50 1.98
H 2.19 2.20 1.83
H 3.12 6.50 2.68
H 0.07 -2.07 -5.19
*
```

---

A molecular structure, C36H40IrN6O6, computed with the ωB97M-V functional and the def2-TZVPD basis.

Expectation value of S²: 0.76
HOMO (spin up / spin down) (Eh): -0.4891 / -0.4883
E_tot (a.u.): -2279.628557
HOMO-LUMO gap (spin up / spin down) (eV): 5.90 / 6.20
Energy above the lowest of the compared OMol25 structures with the same formula, charge and spin (kcal per mole): 86.7

The geometry in ORCA input format:
```
! RIJCOSX wB97M-V def2-TZVPD def2/J DEFGRID3
* xyz 2 2
C -2.51 -3.10 1.64
H -0.44 -2.46 -1.77
C -1.92 4.50 -2.85
C 2.62 2.05 -0.31
H -2.90 3.15 -1.43
C -3.00 1.72 2.79
Ir -0.01 0.23 -0.04
H -2.90 0.82 -5.24
N -0.12 2.26 -0.84
H 3.06 -2.11 -1.74
H 0.29 6.09 -3.11
C 1.30 -0.73 4.04
C -2.18 -1.75 1.41
C -3.08 4.10 -1.94
H 0.79 -1.69 -4.06
N -0.33 4.32 0.30
C 4.49 1.63 -1.72
C -1.21 -0.10 -4.30
C 0.67 -1.19 -3.10
N 2.20 0.78 -0.40
C 1.53 -2.10 4.00
C 2.97 -0.09 -1.08
C -3.99 -2.47 3.45
H 1.75 -2.64 4.91
C 1.01 -0.08 2.86
N 1.22 -1.78 -0.76
H 0.83 0.98 2.82
H 2.25 3.82 -2.51
H -2.69 0.91 -0.97
H 4.06 3.54 -0.81
H -3.51 -5.65 1.07
C -0.58 -0.39 -3.11
H 2.66 5.41 -3.14
H -3.26 4.86 -1.17
C 4.10 0.30 -1.77
H -4.15 -0.43 3.88
H -0.33 4.82 1.19
H -1.90 3.89 -3.75
O -1.32 -1.50 0.46
H -3.84 1.48 3.43
H 2.04 5.27 -1.50
C 1.17 -2.06 1.64
H -2.16 -5.84 2.23
H 0.48 4.60 -4.05
C 1.47 -2.77 2.79
H -0.01 -3.12 0.26
H -3.91 1.48 -3.04
C -3.41 -3.46 2.63
N -1.11 0.01 -1.93
C 0.54 5.03 -3.05
N 0.94 -0.74 1.69
H 1.69 -3.60 0.23
C -2.41 0.59 -4.30
H 5.35 1.97 -2.28
C 3.76 2.51 -0.94
H 2.05 2.71 0.32
H 1.52 -0.52 -2.98
H -4.70 -2.77 4.22
O -1.94 0.94 0.85
O -0.82 6.25 -0.75
H -3.71 -6.68 2.50
C -2.29 0.65 -1.93
H -2.15 2.01 3.41
O -3.77 -4.71 2.90
C -0.21 2.84 -2.10
C -0.53 4.36 -2.17
H -2.05 -3.84 1.00
H -0.77 -0.43 -5.23
C -0.12 2.98 0.32
H 1.08 -3.16 -2.34
C 0.60 -2.24 -2.00
H 3.15 -1.85 0.00
C -2.97 0.96 -3.09
H 4.68 -0.43 -2.31
H 1.65 -3.83 2.73
C -0.58 5.08 -0.85
H -2.03 5.54 -3.14
O -0.06 2.22 -3.12
C 1.96 4.87 -2.51
O 0.12 2.38 1.36
C -3.68 -1.17 3.25
C -3.25 -5.77 2.12
H -3.26 2.58 2.17
C -2.79 -0.76 2.22
C -2.55 0.60 1.91
C 1.01 -2.75 0.32
H 1.35 -0.18 4.96
H -4.00 4.00 -2.52
C 2.65 -1.53 -0.92
*
```

---

A molecular structure, C36H41IN4O2Ti, computed with the ωB97M-V functional and the def2-TZVPD basis.

Expectation value of S²: 0.76
HOMO (spin up / spin down) (Eh): -0.3991 / -0.4064
E_tot (a.u.): -2913.018877
HOMO-LUMO gap (spin up / spin down) (eV): 7.76 / 7.58

The geometry in ORCA input format:
```
! RIJCOSX wB97M-V def2-TZVPD def2/J DEFGRID3
* xyz 1 2
C 0.09 3.81 0.48
C 3.68 -0.71 3.28
C 2.68 -1.67 3.21
C 2.73 -3.11 -2.34
O 3.06 2.62 0.54
N 1.79 -1.16 -1.34
H -1.05 5.05 2.74
N 1.03 1.57 0.13
C 2.58 0.53 1.58
H -3.38 -0.42 2.82
Ti 0.25 -0.27 -0.02
H -4.70 -2.35 -1.66
H -1.82 5.67 -1.63
C 3.73 -0.98 -2.72
C 0.75 1.75 -3.72
C 2.75 -0.42 -1.92
C 0.30 2.70 -0.36
C -2.30 -1.00 0.33
C 3.64 0.41 2.45
H 1.20 6.00 1.82
C -3.79 -2.29 -1.07
H 2.07 5.06 3.04
H 1.71 2.16 -3.39
H 0.94 0.85 -4.31
H -2.64 2.29 1.45
H 0.02 -4.29 0.39
H 1.00 -3.05 -1.06
C 1.67 -1.49 2.29
C -1.80 -3.36 -0.20
H -2.03 1.57 -3.62
C -1.24 4.83 -1.27
C -0.67 4.87 -0.01
C -1.59 -5.56 0.96
H -1.58 -5.73 -1.78
H -1.53 3.68 -3.04
I 5.16 0.26 -3.58
H 2.73 0.64 -1.72
H -2.14 0.58 -2.17
H 4.49 -0.82 3.98
H -1.25 3.30 2.86
H 0.28 2.49 -4.36
C -2.33 -0.16 2.69
C -0.16 1.44 -2.53
H -1.72 -5.08 1.93
H -1.73 -1.02 3.00
H -1.03 0.61 1.22
H -0.96 -6.44 1.10
N 1.65 -0.42 1.50
H -0.82 5.74 0.61
C -0.94 -4.60 -0.04
H -3.28 -4.34 -1.39
C 3.72 -2.35 -2.95
H 0.37 0.64 -1.97
C -0.52 4.11 2.91
H -0.27 -4.62 -2.13
C -0.31 2.64 -1.62
O 0.19 -3.33 2.78
H 2.48 4.88 1.32
H -2.10 0.68 3.35
H -2.57 -5.89 0.60
H -4.12 -0.25 -0.55
C 1.79 -2.49 -1.55
H -1.32 -0.04 -3.60
H 0.04 -6.11 -1.23
C -2.91 1.44 0.83
H 2.69 -4.18 -2.49
H -3.98 1.25 0.99
H 4.47 -2.81 -3.57
N -0.21 -1.89 1.00
C -2.08 0.22 1.23
C 0.46 -2.38 2.08
H -2.76 1.73 -0.21
C 1.66 5.03 2.02
H 2.67 -2.54 3.86
C -1.07 3.71 -2.06
H 4.39 1.19 2.49
C 0.62 3.91 1.90
C -0.67 -5.30 -1.37
C 2.27 1.72 0.69
C -3.45 -1.10 -0.46
H 1.10 2.97 2.17
C -2.98 -3.41 -0.92
H -0.11 4.14 3.92
C -1.49 0.85 -3.00
C -1.46 -2.14 0.42
*
```

---

A molecular structure, C36H41MgN7O3PS, computed with the ωB97M-V functional and the def2-TZVPD basis.

HOMO (Eh): -0.3822
E_tot (a.u.): -2945.116034
HOMO-LUMO gap (eV): 7.74
Energy above the lowest of the compared OMol25 structures with the same formula, charge and spin (kcal per mole): 0.0

The geometry in ORCA input format:
```
! RIJCOSX wB97M-V def2-TZVPD def2/J DEFGRID3
* xyz 1 1
H 0.18 2.61 -4.62
C 0.87 0.83 2.54
C 0.74 1.17 3.99
C 3.97 1.57 -2.58
H 4.96 -1.90 -3.95
H 1.75 3.13 -0.66
C 4.69 -0.93 -3.56
H 2.61 -1.40 -3.47
H -1.85 -1.57 -6.41
C -3.51 -0.14 0.89
H -4.91 0.71 1.96
C 2.98 0.61 -2.79
N 0.06 1.24 1.64
C 3.08 -0.32 2.84
H 1.48 -4.68 1.10
P 1.23 0.91 -2.31
O -0.50 -1.63 3.20
C -4.63 -0.81 0.15
C -5.25 -1.80 2.51
H -0.30 1.07 4.31
C 5.30 1.28 -2.85
O 0.51 -3.11 -0.95
N -0.92 2.12 2.00
C -0.03 -3.90 2.50
Mg -0.25 -0.20 -0.02
H 4.98 -1.31 2.90
C 0.42 4.62 -3.95
C -1.24 -1.12 -5.64
H 6.06 2.03 -2.68
C 1.33 4.92 -1.75
C -5.00 -2.04 1.01
H -2.42 0.00 3.33
C 3.36 -0.64 -3.29
C -3.50 -0.02 3.27
O -2.33 -0.37 0.65
H 4.85 -1.99 0.50
C 0.52 3.24 -3.81
C 0.83 5.46 -2.93
H -5.70 -2.71 2.90
C 1.40 3.55 -1.60
H -4.23 -1.70 4.41
C 1.02 2.69 -2.64
H -2.06 -1.26 -1.82
H -6.02 -1.03 2.65
H 1.08 2.19 4.19
C 0.43 -4.38 1.12
H -5.47 -0.12 0.05
H -5.88 -2.50 0.57
H -0.15 -5.20 0.71
C 4.13 -1.05 2.29
C -0.11 -0.39 -5.99
C 2.01 0.00 2.04
H 3.12 -0.01 3.87
H -0.55 -1.89 -1.70
C 0.32 0.06 -3.65
C 0.27 -3.15 0.26
C -0.29 -2.42 2.29
H -3.20 -2.15 3.07
C -1.70 2.72 1.05
N -3.91 0.59 1.99
H 2.84 -1.35 -0.81
H 3.71 2.55 -2.21
H 0.71 -4.03 3.29
N 1.94 -0.36 0.75
C 2.94 -1.06 0.23
N -1.08 -1.02 -1.92
N -0.18 -2.07 0.96
H -3.09 4.18 0.91
C -1.56 -1.30 -4.31
H -4.19 -2.77 0.92
N -2.51 3.67 1.55
C 4.06 -1.43 0.97
H -3.91 0.60 4.06
H 6.70 -0.19 -3.55
H 1.31 0.49 4.61
S -1.66 2.35 -0.57
H 0.17 -0.27 -7.03
H 0.76 6.54 -3.05
C -0.77 -0.74 -3.31
H -2.41 -1.91 -4.03
H 0.02 5.04 -4.87
C 5.67 0.03 -3.34
H 1.64 5.57 -0.94
H -0.95 -4.37 2.84
H 1.54 0.76 -5.26
H -1.07 2.32 2.98
C 0.66 0.19 -5.00
C -4.01 -1.47 3.36
H -2.44 4.00 2.50
H -4.31 -1.12 -0.84
*
```

---

Look up the E_tot of the fourth one. -2913.018877 a.u.

---

Which formula does entry 5 have? C36H41MgN7O3PS

---

What is the E_tot in the fifth record? -2945.116034 a.u.